Entry 1:
This record from OMol25 describes one molecule with the formula C13H18N2O5 at a distorted geometry. The level of theory is ωB97M-V/def2-TZVPD.

Positions of all 38 atoms, in Å:
C -3.112 2.061 -3.203
C -1.574 2.346 -3.052
O -1.232 3.621 -2.530
C -0.993 1.264 -2.170
N -0.863 -0.083 -2.617
C -0.511 -1.037 -1.772
O -0.736 -2.227 -1.655
C 0.544 -0.677 -0.530
N 0.781 0.687 -0.189
C 0.184 -1.545 0.640
C 1.095 -1.699 1.735
C 0.862 -0.984 2.934
C 1.899 -0.970 3.899
C 2.835 -2.001 3.926
O 3.538 -2.123 5.137
C 2.905 -2.862 2.813
C 2.028 -2.679 1.795
C -1.632 1.369 -0.715
O -2.105 0.433 -0.204
O -1.527 2.614 -0.205
H -3.508 2.997 -3.529
H -3.231 1.485 -4.092
H -3.796 1.642 -2.363
H -1.171 2.211 -4.038
H -1.873 3.731 -1.803
H 0.020 1.362 -1.872
H -1.590 -0.462 -3.273
H 1.414 -0.968 -1.100
H 1.261 1.358 -0.663
H 1.493 0.487 0.509
H 0.000 -2.564 0.195
H -0.771 -1.077 0.920
H -0.015 -0.394 2.839
H 2.042 -0.039 4.611
H 3.654 -1.223 5.409
H 3.824 -3.565 2.878
H 2.148 -3.322 0.924
H -2.288 2.833 0.411

Output
Multiplicity: 1
LUMO level (eV): 0.347
SMILES: C[C@@H](O)[C@H](NC(=O)[C@@H](N)Cc1ccc(O)cc1)C(=O)O
Relative energy (zero: lowest compared OMol25 entry of this formula, charge and spin) (kJ/mol): 489.9
E_tot (eV): -26987.1468

Entry 2:
This record from OMol25 describes one molecule with the formula C13H18N4O3 at a distorted geometry. The level of theory is ωB97M-V/def2-TZVPD.

Positions of all 38 atoms, in Å:
C 1.857 1.625 2.234
C 2.899 1.729 1.129
O 2.601 0.845 0.049
C 2.995 -0.430 0.188
O 3.622 -0.828 1.134
C 2.594 -1.297 -0.980
C 1.499 -0.721 -1.886
C 0.238 -0.421 -1.115
C -0.291 0.823 -0.930
C 0.285 2.077 -1.509
N -1.423 0.997 -0.167
C -2.122 2.258 0.032
C -3.211 2.460 -1.018
C -2.013 -0.087 0.385
N -3.084 -0.131 1.148
C -3.208 -1.454 1.405
N -2.300 -2.212 0.856
N -1.513 -1.343 0.192
C -0.383 -1.628 -0.582
O -0.007 -2.761 -0.772
H 0.860 1.817 1.842
H 1.877 0.627 2.664
H 2.077 2.348 3.014
H 3.890 1.486 1.526
H 2.914 2.728 0.687
H 2.271 -2.258 -0.575
H 3.495 -1.483 -1.569
H 1.879 0.154 -2.407
H 1.261 -1.488 -2.627
H 1.143 1.863 -2.132
H 0.615 2.744 -0.715
H -0.458 2.595 -2.113
H -2.586 2.199 1.019
H -1.409 3.081 0.020
H -3.718 3.404 -0.839
H -2.797 2.471 -2.023
H -3.938 1.656 -0.949
H -3.997 -1.846 2.014

Output
Multiplicity: 1
LUMO level (eV): 0.494
SMILES: CCOC(=O)CCc1c(C)n(CC)c2ncnn2c1=O
Relative energy (zero: lowest compared OMol25 entry of this formula, charge and spin) (kJ/mol): 93.6
E_tot (eV): -25876.9099